No. 1
DFT (ωB97M-V with the def2-TZVPD basis set) results for a gas-phase ion, C5H13N2 (charge +1).

As for the energy above the lowest of the compared OMol25 structures with the same formula, charge and spin: 66.3 kcal/mol. The charge is +1. The calculation puts the frontier orbital gap at 8.4 eV. The LUMO energy is -3.56 eV. Its spin multiplicity is 1. The total energy comes out at -8367.9343 eV.

Atoms and positions in Å:
C -0.22234 1.26909 -1.63382
H -0.87059 0.13620 -3.17325
H 1.81701 0.91629 2.25382
H -0.67404 2.22523 -1.96830
H 0.80658 1.19691 -2.11109
H -0.92776 1.94313 0.24070
N -0.45146 -2.02612 1.60456
H -0.58540 -0.88891 -1.72363
H 0.25086 -2.04085 2.26162
C 1.73963 0.22674 1.33426
H -0.77126 -2.95311 1.39206
N -0.96299 0.09658 -2.14506
H -1.97800 0.05218 -1.82443
C -0.06159 1.37784 -0.06263
C 0.41837 0.08902 0.62992
H 2.10084 -0.66136 1.89414
H 2.63445 0.38123 0.65139
C -0.39319 -0.99522 0.66631
H 0.63644 2.26418 0.02105
H -1.42330 -0.86910 0.26517

Results of the natural (NBO) charge analysis, in e, for atoms 1 through 4: number 1, C, carries -0.237; number 2, H, carries 0.454; number 3, H, carries 0.250; number 4, H, carries 0.240

No. 2
DFT (ωB97M-V with the def2-TZVPD basis set) results for a gas-phase ion, C7H11BNO2 (charge +1).

As for the energy above the lowest of the compared OMol25 structures with the same formula, charge and spin: 4.4 kcal/mol. The charge is +1. The calculation puts the frontier orbital gap (spin up / spin down) at 7.7 / 7.6 eV. The LUMO energy (spin up / spin down) is -4.85 / -5.01 eV. Its spin multiplicity is 1. The total energy comes out at -13688.9764 eV.

Atoms and positions in Å:
C -0.92325 1.77127 -1.25629
H -1.27878 0.15540 2.38460
H -0.79097 2.31180 1.87545
C -0.69880 0.38344 1.52546
C 0.22166 -1.94084 1.75424
H -1.46744 2.71763 -1.64728
H 1.26428 -2.40600 1.40546
O 0.58356 -2.25687 -2.16249
H 0.40357 2.96751 -0.01164
C -0.06535 -0.78832 0.93270
H 1.04862 -2.55694 -2.99980
H 0.28080 -1.74865 2.76280
C 0.01600 1.96406 -0.09341
H -1.58069 0.19892 -2.57102
C -1.04588 0.62839 -1.77794
H -0.58435 -2.65961 1.43716
O 1.96067 -0.27337 -2.16496
C 0.45192 -0.74684 -0.26949
N -0.70098 1.61593 1.15038
B 1.03868 -1.12348 -1.61709
H 2.12566 -0.38847 -3.06588
H 0.66738 1.11075 -0.19431

Results of the natural (NBO) charge analysis, in e, for atoms 1 through 4: number 1, C, carries -0.329; number 2, H, carries 0.225; number 3, H, carries 0.442; number 4, C, carries 0.271

No. 3
DFT (ωB97M-V with the def2-TZVPD basis set) results for a molecular structure, C19H12AuF3N2OS2.

As for the energy above the lowest of the compared OMol25 structures with the same formula, charge and spin: 23.0 kcal/mol. The calculation puts the frontier orbital gap (spin up / spin down) at 6.4 / 6.4 eV. The LUMO energy (spin up / spin down) is -1.61 / -1.61 eV. Its spin multiplicity is 1. The total energy comes out at -58437.2306 eV.

Atoms and positions in Å:
S -1.40507 1.72744 0.99498
C 0.61693 0.25912 -2.43314
C 4.34417 0.30839 3.58438
C 0.69073 0.23256 -1.23120
C 0.52668 0.29528 -6.65133
H 2.47053 1.19475 -6.51613
H -0.91878 -2.87608 0.89534
C -4.50606 1.03655 1.01441
C -3.51627 -0.09170 1.00302
N -1.26602 -0.85999 0.97562
H 2.50091 1.19088 -4.04817
H 2.99300 0.30444 6.67581
C 1.64791 0.79678 -4.58410
H 0.51353 0.29265 -7.73339
C -1.69211 -2.11764 0.92129
O 0.82450 0.26754 2.84891
H 5.27642 0.30864 3.03769
C -3.03228 -2.44195 0.91021
C 0.56777 0.28124 -3.86118
H 5.22741 0.26899 5.52430
F -5.77094 0.56016 1.03973
C -3.95266 -1.40110 0.95399
H 0.93124 0.30248 5.24107
H -3.35312 -3.47229 0.86929
N 1.98382 0.30231 3.48828
C -0.55400 -0.20544 -5.93894
F -4.36840 1.83096 2.09114
C -2.12716 0.17272 1.00333
C 3.16430 0.33371 2.83097
C -0.53869 -0.21366 -4.55445
C 1.62455 0.79991 -5.96785
S 3.22102 0.44234 1.11722
Au 0.78561 0.27417 0.71538
C 4.30737 0.29028 4.95704
H -1.38522 -0.59919 -4.00202
H -1.41512 -0.59570 -6.46650
H -5.01248 -1.61652 0.93754
C 3.06839 0.30034 5.59928
C 1.93252 0.30459 4.83777
F -4.40493 1.81202 -0.07961

Results of the natural (NBO) charge analysis, in e, for atoms 1 through 4: number 1, S, carries -0.156; number 2, C, carries -0.129; number 3, C, carries -0.230; number 4, C, carries -0.256

No. 4
DFT (ωB97M-V with the def2-TZVPD basis set) results for a molecular structure, C5H8N5.

As for the energy above the lowest of the compared OMol25 structures with the same formula, charge and spin: 2.7 kcal/mol. The charge is +1. The calculation puts the frontier orbital gap at 9.6 eV. The LUMO energy is -4.24 eV. Its spin multiplicity is 1. The total energy comes out at -12757.5606 eV.

Atoms and positions in Å:
N -0.40108 1.93367 0.28113
C -1.05659 0.70195 0.16820
N -2.68887 -0.74308 -0.00455
H 1.47503 -0.33803 -2.52001
C 0.95612 1.77311 0.46403
C -0.44306 -0.55490 0.29272
H -1.01956 2.76880 0.39876
H 1.65198 2.59281 0.52948
C -1.59005 -1.41569 0.15969
H 1.17922 -2.52627 0.61726
H 2.26697 -0.39112 -2.30967
N 1.62062 -1.66204 0.53567
H -3.16934 1.29271 0.15972
H -1.56569 -2.52420 -0.05934
N 1.60770 0.66123 0.41447
H 2.65120 -1.62962 0.50676
N -2.41710 0.59521 -0.00164
C 0.94251 -0.53456 0.36733

Results of the natural (NBO) charge analysis, in e, for atoms 1 through 4: number 1, N, carries -0.536; number 2, C, carries 0.406; number 3, N, carries -0.182; number 4, H, carries -0.011

No. 5
DFT (ωB97M-V with the def2-TZVPD basis set) results for a molecular structure, C25H37F4HgN7O6SSb.

The charge is -2. The calculation puts the frontier orbital gap (spin up / spin down) at 4.7 / 6.6 eV. The LUMO energy (spin up / spin down) is 4.34 / 4.34 eV. Its spin multiplicity is 2. The total energy comes out at -81657.6010 eV. The expectation value of S² is 0.758.

Atoms and positions in Å:
H 1.56059 0.53131 2.48705
H -1.49345 -0.23279 -3.44110
H -0.19276 4.89746 3.80336
H -2.53530 -2.96295 -2.18186
F -1.24950 -1.22353 1.85366
H -3.29889 1.09566 -1.40263
H 4.31467 -3.03743 -0.09826
C -2.78673 0.19718 -1.77624
O -0.03432 1.64927 3.42996
O 2.01681 3.00370 -3.49090
H 2.84558 0.96707 1.52160
O -1.83372 3.08555 2.60074
H 1.53371 1.53528 -4.85961
H 0.18664 2.55901 -4.31426
C -3.06725 -5.03387 0.49052
H 4.45417 -0.88849 3.21253
N 2.46678 0.23804 2.12933
C -3.32890 -1.97438 2.53472
C -4.69142 -2.17675 2.38371
N -2.20829 -0.54418 -0.66738
H 4.17379 6.81121 0.99505
S -0.55617 2.45367 2.33374
C 2.50222 -1.02680 1.56282
H 3.24487 4.76154 0.26681
F -5.11563 -0.93700 -0.98405
H -3.16631 -6.02730 0.04680
H 0.38107 -0.32315 -4.40831
C 2.50010 4.79611 1.05470
H 3.43843 -3.73321 1.28761
H -3.13003 -5.11348 1.57641
C 0.57509 4.87415 3.04039
C 0.81489 1.00531 -2.86840
H -1.55096 2.61000 -1.03826
H 1.58921 2.93030 0.46732
H -2.49936 -4.73605 -2.41291
H 1.17557 -2.08623 -2.55045
C -5.20996 -1.77349 1.17444
N -0.57137 1.21127 -2.25934
O 1.72522 -3.30669 -0.90854
N 1.65548 -1.48897 0.55580
C -0.22094 -5.97117 -0.58002
C 1.50013 5.89784 2.92597
C -0.80178 2.58080 -1.82714
H -0.89945 -6.62425 -1.13273
F -2.74655 -2.33124 3.69843
H -1.07265 -3.75911 -2.81464
H 1.46374 6.73590 3.61581
O 1.68952 1.12566 -1.87668
C -4.44405 -1.22449 0.16766
F -6.53666 -1.94282 0.93857
H 0.09418 -6.47043 0.33754
C -1.91521 -3.85878 -2.12948
H 2.97740 7.94938 1.61731
H -1.13548 3.21340 -2.66653
N 3.76930 -1.64185 1.41507
C 3.53643 -2.83899 0.64210
H 4.05424 7.11136 2.73068
H 5.63621 -1.87837 2.32842
H -3.89164 -4.40277 0.15147
C 2.19974 -2.56363 -0.02597
C 1.57608 3.76246 1.16277
N 0.46786 -1.37515 -2.68639
C 2.47743 5.87294 1.93102
C -3.03732 -1.01477 0.27502
C 1.10642 2.05635 -3.99209
H -3.53574 -0.38035 -2.32472
C 4.58177 -1.77780 2.59916
C -2.54505 -1.41798 1.55612
O -0.46248 1.78924 1.03431
C 3.47505 6.99597 1.81123
H -5.29954 -2.61514 3.15871
H 0.12005 2.98435 -1.42007
N 0.89122 -0.31791 -3.53196
H 4.28927 -2.65956 3.19395
Hg 0.08937 -0.27416 -0.36925
H 2.27721 2.55099 -2.64378
C 0.61372 3.80024 2.15945
H -2.27518 1.33385 -3.50839
C -1.75816 0.62677 -2.83417
H 0.66445 -5.74672 -1.17313
H -0.41500 -1.78663 -2.94947
Sb -1.19255 -4.09977 -0.11077

Results of the natural (NBO) charge analysis, in e, for atoms 1 through 4: number 1, H, carries 0.423; number 2, H, carries 0.177; number 3, H, carries 0.225; number 4, H, carries 0.228

No. 6
DFT (ωB97M-V with the def2-TZVPD basis set) results for a molecular structure, C29H84BN7O8Pt.

As for the energy above the lowest of the compared OMol25 structures with the same formula, charge and spin: 242.6 kcal/mol. The calculation puts the frontier orbital gap (spin up / spin down) at 5.2 / 5.4 eV. The LUMO energy (spin up / spin down) is -3.20 / -3.02 eV. Its spin multiplicity is 3. The total energy comes out at -62149.6903 eV. The expectation value of S² is 2.027.

Atoms and positions in Å:
C -2.23362 -11.12801 -13.50012
N 6.12655 -22.08439 -9.65401
H 3.98837 -20.17185 -14.26571
H 4.11699 -26.77934 -20.16778
C 6.89342 -21.12419 -8.85356
C 4.97400 -27.34060 -18.25247
C 8.25766 -19.18598 -22.64699
H -2.21617 -12.54167 -10.99834
C -3.25151 -20.43667 -12.94199
O 6.94331 -18.84662 -23.10312
H 5.77984 -16.49577 -22.80840
H 7.68023 -19.98756 -10.45956
B -1.08480 -27.43119 -14.83402
C -1.42842 -13.27998 -10.84852
H -1.58578 -10.28062 -13.27575
N -2.24834 -22.09809 -11.65974
C 8.57537 -15.05047 -14.17198
H -4.07017 -19.06685 -15.10933
H -4.23193 -21.41976 -11.31744
H 9.71374 -23.03619 -17.19504
H -1.67357 -14.36407 -12.60958
H 5.63350 -20.22120 -22.13184
H 8.56918 -18.38601 -21.97534
N 10.63099 -24.21762 -15.19532
C -2.78139 -20.13287 -10.34845
H -0.50798 -27.73890 -15.69242
H 9.23980 -15.80543 -13.75163
H 12.31324 -23.20062 -15.66766
H 4.54810 -25.41232 -19.08426
O -4.07752 -19.27153 -12.97605
H 8.56749 -16.88717 -8.40876
H 13.18082 -20.55629 -13.77621
C 4.94557 -16.84914 -22.20240
N 0.26501 -14.69817 -11.87015
H 0.89992 -25.77039 -19.04585
C 10.77234 -22.80555 -17.07561
N 5.04928 -27.03384 -16.82144
H 11.08765 -22.09612 -13.76585
H -3.36415 -19.21532 -10.42965
H 10.91294 -13.72619 -14.86931
H 2.12288 -24.47263 -19.10252
C 4.19021 -26.44067 -19.13432
H 6.19466 -19.42928 -9.83761
H 5.60164 -27.81891 -16.50735
H 10.96175 -14.34146 -13.19162
O 2.89160 -26.37572 -18.56816
H -2.11989 -27.70205 -14.97358
C 5.86091 -19.15530 -22.14729
H 4.56933 -18.43429 -23.58934
H -2.86338 -10.97765 -14.37699
C -3.23613 -21.04648 -11.55648
H 8.24944 -20.17113 -22.18065
H -0.69624 -28.00422 -14.00644
H 13.54832 -20.91268 -15.56620
O 9.10632 -13.72923 -13.94754
H 2.45673 -19.86759 -14.97041
C 10.82894 -21.76551 -14.77177
H 7.60502 -15.22856 -13.70851
H 11.02916 -24.38054 -14.28154
O 11.47002 -20.50424 -15.02595
H 12.37973 -10.81704 -12.79194
H -2.59293 -22.74064 -12.35866
H 12.71029 -12.44585 -12.33972
H 10.99657 -24.93148 -15.80921
Pt 2.28226 -26.19784 -14.71060
H 8.56101 -21.26953 -7.47517
C 7.17748 -19.77410 -9.51628
H 9.07901 -17.75304 -9.80268
H 5.98720 -27.39591 -18.65055
C -0.41000 -12.68166 -13.16029
N 3.50340 -18.76023 -21.77009
C 3.23070 -20.63187 -14.90008
O 2.70453 -21.86669 -14.48823
H 6.15978 -20.86430 -8.09045
N 10.11864 -12.06426 -11.91288
H 9.74774 -21.63297 -14.81085
H 4.02887 -16.27687 -22.34475
H -0.67587 -12.66630 -10.35338
H 5.31985 -16.78273 -21.18083
H -5.16775 -18.16625 -14.06697
H 8.92663 -21.82720 -9.00843
H -2.91580 -11.29373 -12.66629
C 11.24220 -22.99933 -15.68870
H 2.79352 -18.16432 -22.17141
H 10.96515 -21.83040 -17.52284
H -3.21522 -20.71103 -9.53260
H 0.28041 -13.01566 -13.93481
H 0.38791 -15.37495 -12.60973
H -1.63620 -14.07100 -10.12795
H 4.61932 -29.36036 -19.32116
C 8.24963 -17.66716 -9.10064
H 5.34351 -21.60111 -10.07042
H 3.63776 -20.76756 -15.90207
C 8.11236 -21.84615 -8.28408
H -3.67142 -21.19028 -13.60820
H 3.38349 -28.73748 -18.31674
H 6.79006 -22.21583 -10.40407
C 10.52975 -13.59435 -13.85744
H 0.02919 -11.84956 -12.61000
H -1.45506 -21.75805 -12.18431
C 1.93958 -25.53366 -19.27203
O 7.84988 -18.93345 -8.52013
H 10.17959 -11.07805 -11.70367
H 1.89664 -25.72049 -20.34504
H 5.75875 -26.32088 -16.72954
H -5.55425 -19.79657 -14.44639
H 9.15845 -12.33636 -12.06810
H -2.31501 -20.31377 -13.48602
C 12.91066 -20.43123 -14.82477
H 7.45674 -17.18050 -9.66860
C 10.74746 -12.18985 -13.24827
C -4.71000 -19.14193 -14.23007
H 7.95279 -22.90862 -8.10029
H 13.05582 -19.35104 -14.83961
C 4.46868 -28.79015 -18.40450
C 12.20295 -11.84839 -13.09719
O -1.60555 -12.32394 -13.89104
C -0.84383 -13.80543 -12.17652
H -1.03865 -26.36596 -14.66852
H 12.78452 -12.09773 -13.98471
C 4.67649 -18.31806 -22.51086
H 6.22875 -18.86771 -21.16236
H -1.70679 -19.95682 -10.30002
H 11.24024 -23.55777 -17.71071
H 3.39144 -18.52144 -20.79513
H 10.25477 -11.45540 -13.88541
H 4.77236 -29.46501 -17.60423
H 9.00705 -19.19809 -23.43841
H 8.61062 -15.20920 -15.24978
H -0.17700 -15.33600 -11.22371

Results of the Löwdin charge analysis, in e, for atoms 1 through 4: number 1, C, carries -0.123; number 2, N, carries 0.036; number 3, H, carries 0.093; number 4, H, carries 0.134